# 1
C37H43N6O3Tc as an isolated structure, computed with ωB97M-V/def2-TZVPD.

Computed properties:
* HOMO (spin up / spin down): -9.3 / -9.4 eV
* multiplicity: 2
* total charge: +1

Last column: Mulliken charge in e.
Cartesian coordinates (Å):
Tc (-0.5939, -0.7691, -0.3592)  0.7043
O (3.8509, 5.3830, 1.0654)  -0.4356
O (0.9664, -1.9399, -0.3281)  -0.3105
O (-1.4634, -1.9730, -1.9869)  -0.3401
N (-3.6919, -1.6621, -1.7267)  -0.0251
N (-1.6552, 0.5756, -0.2353)  0.3536
N (5.7316, 0.2135, -2.0704)  -0.3364
N (5.9835, 1.4312, -2.1786)  -0.6294
N (0.8753, 0.3648, -1.4053)  0.2450
N (-2.8146, -2.4711, -3.6911)  -0.4153
C (-2.6202, -2.0260, -2.4394)  0.6883
C (-0.3031, -5.0898, 0.1599)  -2.4513
C (5.4575, 2.3668, -1.2702)  -0.4746
C (4.4857, -1.6084, -1.2943)  -0.6139
C (3.2355, 0.3678, -1.9714)  0.3383
C (1.0833, -3.5365, 2.1941)  -2.3403
C (-3.1486, -4.7714, -0.1844)  -2.5093
C (-3.0213, 1.6275, -2.5721)  -1.5790
C (-3.1400, 4.4364, -0.0354)  -0.8751
C (-0.2136, -1.3957, 3.5372)  -1.9776
C (4.4939, -0.3152, -1.7948)  -0.3037
C (-1.0295, 2.0782, 2.0562)  -0.8883
C (-2.3424, -1.9126, 2.2249)  0.8551
C (3.3254, -2.2098, -0.7839)  -1.0038
C (2.1048, -0.2269, -1.4051)  0.5991
C (-3.3410, 3.6903, -1.1816)  -0.8138
C (-4.5383, -2.5380, 1.1977)  -2.0653
C (3.3188, 5.1164, 2.3505)  -0.6682
C (-2.8427, 2.3963, -1.2927)  1.0982
C (-1.8808, 2.6360, 0.9556)  1.0308
C (-0.3398, -3.2140, 1.8308)  0.9203
C (2.1454, -1.5078, -0.8132)  0.5748
C (-2.1447, 1.8779, -0.1985)  -0.0334
C (-2.3990, -3.8033, 0.6964)  1.1297
C (4.4100, 3.0246, 0.8027)  -0.4555
C (-3.0483, -2.7494, 1.3394)  0.7759
C (4.3768, 4.3490, 0.3602)  0.9294
C (3.0297, 1.5511, -2.7031)  -0.3456
C (4.9486, 2.0453, -0.0136)  -0.4247
C (0.7299, 1.5178, -2.0354)  -0.1590
C (-3.1335, -0.8471, 2.9438)  -2.2429
C (-1.0279, -4.0003, 0.9044)  1.9153
C (-2.4014, 3.9163, 1.0208)  -1.1142
C (5.4814, 3.7055, -1.6737)  0.0200
C (-0.9901, -2.1592, 2.4927)  0.9940
C (4.9300, 4.6829, -0.8815)  -0.6899
C (1.7834, 2.1219, -2.7300)  -1.5303
H (1.6014, 3.0381, -3.2702)  0.4766
H (4.0873, 4.7190, 3.0186)  0.3473
H (-2.4356, 0.7096, -2.5839)  0.0842
H (1.5996, -4.0652, 1.4015)  0.4337
H (0.6567, -4.7318, -0.2052)  0.3830
H (-4.8025, -1.4824, 1.1962)  0.4399
H (-4.0683, 1.3666, -2.7299)  0.4091
H (-0.8138, -0.6718, 4.0761)  0.3823
H (3.8439, 2.0003, -3.2504)  0.7407
H (-0.0124, 1.8975, 1.7016)  0.1095
H (2.9637, 6.0717, 2.7332)  0.2493
H (-0.9795, 2.7694, 2.8935)  0.5101
H (-3.5364, -0.1084, 2.2489)  0.2746
H (0.2056, -2.0800, 4.2753)  0.4510
H (-2.9477, -4.5972, -1.2443)  0.2917
H (-0.2451, 1.9758, -1.9942)  0.4149
H (-0.1112, -5.9559, 0.7946)  0.3200
H (-3.5437, 5.4345, 0.0328)  0.4210
H (-1.4113, 1.1242, 2.4141)  -0.0152
H (5.9291, 3.9500, -2.6255)  0.4998
H (3.3560, -3.2030, -0.3626)  0.4936
H (-2.7122, 2.2400, -3.4201)  0.4265
H (0.6265, -0.8559, 3.0959)  0.2478
H (-0.8615, -5.4312, -0.7062)  0.5092
H (5.4311, -2.1252, -1.2523)  0.5002
H (-4.9382, -2.9779, 0.2893)  0.4890
H (1.1076, -4.1777, 3.0792)  0.3853
H (4.9190, 5.7153, -1.1905)  0.4687
H (-2.8494, -5.7959, 0.0309)  0.5310
H (-4.6302, -1.7248, -2.0848)  0.2354
H (-4.2223, -4.7222, -0.0353)  0.4616
H (-2.5538, -0.3067, 3.6829)  0.3428
H (-3.8899, 4.1122, -2.0114)  0.4943
H (-2.0065, -2.7661, -4.2138)  0.2776
H (4.0374, 2.7543, 1.7750)  0.4470
H (-2.2219, 4.5144, 1.9016)  0.4473
H (-3.9839, -1.2860, 3.4650)  0.5135
H (1.6612, -2.6447, 2.4243)  0.4274
H (-3.7258, -2.5662, -4.1014)  0.1470
H (2.4820, 4.4130, 2.2902)  0.1796
H (-5.0759, -2.9845, 2.0359)  0.3751
H (-3.5443, -1.3192, -0.7888)  -0.2230
H (4.9928, 1.0242, 0.3377)  0.4797



# 2
C18H26BCoF4IN7 as an isolated structure, computed with ωB97M-V/def2-TZVPD.

Computed properties:
* HOMO (spin up / spin down): -11.1 / -11.1 eV
* energy above the lowest of the compared OMol25 structures with the same formula, charge and spin: 28.9 kJ/mol
* multiplicity: 4
* total charge: +1

Last column: Mulliken charge in e.
Cartesian coordinates (Å):
I (6.1027, -2.4959, -1.5230)  0.1445
Co (0.2850, -0.2352, -0.1124)  2.1595
F (2.1433, -2.9644, 1.5523)  -0.3706
F (1.2631, -1.7838, 3.2673)  -0.3558
F (3.4401, -1.4679, 2.6824)  -0.2833
F (1.7691, -0.7391, 1.3110)  -0.2259
N (2.3302, -0.5031, -1.2677)  0.1425
N (-1.0153, -1.3485, 1.2134)  0.4606
N (-0.1808, 1.0421, 1.4904)  0.3187
N (-0.1106, -2.0425, -1.2755)  -0.2894
N (3.1690, 0.5234, -1.4326)  -0.2918
N (0.5307, 1.7618, -0.7666)  0.3253
N (-1.5949, 0.3903, -1.3609)  -0.1532
C (0.9643, 4.1240, -0.2130)  -1.8222
C (0.4417, 2.2269, 1.4868)  0.6691
C (0.7235, 2.8787, 2.6853)  -1.0324
C (4.4352, -1.2498, -1.4181)  -1.0527
C (-0.5535, 0.4383, 2.6151)  1.1856
C (0.3514, 2.2596, 3.8709)  -0.8778
C (-1.8377, -1.5745, 3.5344)  -2.2627
C (0.2078, 1.9045, -2.1535)  -0.8989
C (3.0870, -1.5929, -1.2555)  -0.2416
C (-1.0014, -1.7386, -2.4010)  -0.9253
C (-1.2949, 1.5204, -2.2465)  -0.8440
C (-0.5157, -3.1220, -0.3628)  -1.1570
C (4.4457, 0.1229, -1.5256)  -0.0208
C (-0.3041, 1.0348, 3.8495)  -1.0715
C (-1.1645, -0.8922, 2.3964)  0.5363
C (-1.4337, -2.6518, 0.7800)  -0.9479
C (0.6688, 2.6930, 0.1042)  0.7290
C (-2.1428, -0.8096, -1.9891)  -0.9212
B (2.2043, -1.8017, 2.2694)  0.0858
H (-2.2283, 0.7049, -0.6344)  0.2515
H (-1.8929, 2.3871, -1.9471)  0.3838
H (0.5942, 2.7250, 4.8144)  0.4458
H (0.7822, 1.1713, -2.7210)  0.1324
H (-2.5958, -2.2761, 3.1977)  0.4493
H (1.3747, 4.6410, 0.6481)  0.4795
H (2.6873, -2.5765, -1.1103)  0.5004
H (-1.4038, -2.6505, -2.8582)  0.4512
H (-2.7939, -1.3059, -1.2714)  0.3036
H (1.2171, 3.8368, 2.7062)  0.3465
H (-1.0725, -2.1258, 4.0826)  0.3967
H (-1.5316, 1.2838, -3.2873)  0.4442
H (0.0640, 4.6472, -0.5401)  0.3057
H (-0.9984, -3.9414, -0.9080)  0.3897
H (5.2626, 0.7980, -1.6584)  0.5038
H (2.8271, 1.4701, -1.4249)  -0.0442
H (-1.3662, -3.3877, 1.5883)  0.6319
H (1.6948, 4.1778, -1.0189)  0.3744
H (0.3651, 2.9041, -2.5734)  0.6070
H (-0.5836, 0.5585, 4.7738)  0.4654
H (-2.2888, -0.8531, 4.2098)  0.5321
H (0.3942, -3.5120, 0.0979)  0.4407
H (-0.4022, -1.2168, -3.1505)  0.4538
H (0.7725, -2.3332, -1.6842)  0.1983
H (-2.4764, -2.5990, 0.4439)  0.3570
H (-2.7484, -0.5629, -2.8691)  0.4893



# 3
One molecule with the formula C3H9F2NSi, computed with ωB97M-V/def2-TZVPD.

Computed properties:
* HOMO: -8.8 eV
* energy above the lowest of the compared OMol25 structures with the same formula, charge and spin: 10.4 kJ/mol
* SMILES: CN(C)[Si](C)(F)F

Last column: Mulliken charge in e.
Cartesian coordinates (Å):
Si (1.1055, -0.1899, 0.3103)  0.6293
F (1.5159, -0.5297, 1.8641)  -0.3260
F (2.2933, 0.8621, 0.0156)  -0.2877
N (-0.5015, 0.5477, 0.1315)  0.1596
C (-1.4018, 0.5995, 1.2271)  -0.9673
C (-0.8281, 1.2363, -1.0347)  -1.0186
C (1.3862, -1.8093, -0.6624)  -1.0109
H (-0.8121, 0.4101, 2.2095)  0.2729
H (-0.6552, 2.3706, -0.8605)  0.2285
H (2.2245, -1.7955, -1.3524)  0.3394
H (0.3535, -2.1637, -1.1298)  0.2874
H (-0.2340, 0.8261, -1.8469)  0.3891
H (-1.8571, 1.5802, 1.2454)  0.3666
H (-2.1685, -0.2525, 1.0108)  0.2712
H (-1.9293, 1.0039, -1.1264)  0.3527
H (1.5088, -2.6959, -0.0012)  0.3136



| no. | total energy (eV) | largest force on an atom (hartree/bohr) |
| --- | --- | --- |
| 1 | -56342.0194 | 0.05013 |
| 2 | -86794.8998 | 0.02168 |
| 3 | -18063.2620 | 0.10522 |